Entry one
Computed, not measured: a 2-piece molecular cluster, C5H6N2O3 overall, with the ωB97M-V functional and the def2-TZVPD basis.

Each line ends with the Löwdin charge.
Element x y z (Å)
C (1.409, 1.418, 0.137)  0.154
C (1.292, 0.248, -0.524)  -0.367
C (1.759, -0.161, -1.834)  -0.036
C (1.224, -1.393, -2.001)  -0.118
N (0.480, -1.752, -0.858)  0.022
N (0.517, -0.816, 0.000)  0.044
H (1.862, 2.287, -0.341)  0.078
H (1.156, 1.464, 1.198)  0.080
H (2.358, 0.427, -2.523)  0.106
H (1.253, -2.065, -2.855)  0.100
O (-1.981, -0.065, 2.932)  0.104
C (-2.059, -0.009, 1.729)  -0.672
O (-1.721, 1.063, 0.985)  0.098
O (-2.616, -0.926, 0.952)  0.138
H (-1.869, 1.864, 1.504)  0.131
H (-3.064, -1.582, 1.501)  0.138

The value obtained for the LUMO energy is -0.96 eV. The SMILES is C=C1C=CN=N1.O=C(O)O. As for the HOMO-LUMO gap: 8.657 eV.



Entry two
Computed, not measured: C5H6N2O3 as an isolated structure, with the ωB97M-V functional and the def2-TZVPD basis.

Each line ends with the Löwdin charge.
Element x y z (Å)
N (-2.110, -1.104, -0.850)  0.123
C (-0.987, -0.685, -0.124)  -0.301
C (-0.796, 0.390, 0.924)  -0.109
O (0.127, -0.437, 1.662)  0.085
C (-0.096, -1.488, 0.806)  -0.397
O (0.248, -2.616, 0.951)  0.180
C (-0.264, 0.622, -0.450)  -0.098
C (1.163, 0.726, -0.753)  -0.148
N (2.173, 0.243, -1.215)  0.121
H (-1.862, -1.498, -1.753)  0.103
H (-2.675, -1.772, -0.335)  0.102
H (-1.498, 1.007, 1.479)  0.168
H (-0.896, 1.281, -1.053)  0.164
O (2.386, 2.110, 0.165)  -0.228
H (2.010, 1.983, 1.051)  0.023
H (3.077, 1.239, -0.503)  0.210

The value obtained for the LUMO energy is 0.55 eV. As for the HOMO-LUMO gap: 9.997 eV.



Entry three
Computed, not measured: the molecule C5H6N2O3, with the ωB97M-V functional and the def2-TZVPD basis.

Each line ends with the Löwdin charge.
Element x y z (Å)
O (3.224, -0.001, -0.846)  0.057
N (2.101, -0.364, -0.826)  -0.035
C (1.460, -0.488, 0.444)  -0.252
C (0.352, -1.500, 0.397)  -0.148
N (-0.784, -0.803, -0.212)  0.002
C (-0.813, 0.536, 0.053)  -0.218
C (-1.612, 1.582, -0.319)  -0.079
O (-2.915, 1.288, -0.842)  -0.051
C (0.636, 0.864, 0.602)  -0.258
O (0.949, 1.939, 1.017)  0.128
H (2.235, -0.463, 1.273)  0.176
H (0.746, -2.257, -0.347)  0.141
H (0.174, -1.867, 1.394)  0.117
H (-1.539, -1.429, -0.625)  0.173
H (-1.396, 2.635, -0.003)  0.137
H (-2.819, 0.327, -1.160)  0.109

The value obtained for the LUMO energy (spin up / spin down) is -0.44 / -0.44 eV. The SMILES is O=N[C@@H]1CN/C(=C\O)C1=O. As for the HOMO-LUMO gap (spin up / spin down): 7.708 / 7.706 eV.



The structure with the most favorable energy is entry one; the runner-up is 0.0899 hartree above it.